# 1
# C35H36CaClFN5O3PSe3Te

A structure of composition C35H36CaClFN5O3PSe3Te in a non-equilibrium geometry (ωB97M-V/def2-TZVPD, the Open Molecules 2025 dataset).

Total charge = 0
HOMO-LUMO gap = 3.19 eV
F_max = 4.300 eV/Å
ΔE to the lowest compared entry with this formula, charge and spin = 39.46 kcal/mol
Multiplicity = 1
E_tot = -296772.764 eV

CARTESIAN COORDINATES (ANGSTROEM)
Ca 0.88906 1.51302 -0.63595
Cl 1.19627 3.96441 1.21686
C 2.75784 4.69227 1.24398
C 3.05423 5.58078 2.26951
C 4.30748 6.16169 2.33188
C 5.26070 5.86112 1.36936
C 4.95269 4.98569 0.34293
C 3.69812 4.38272 0.25821
P 3.26159 3.20266 -1.09431
C 4.31569 1.77199 -0.64600
C 4.56746 0.81503 -1.63345
C 5.30972 -0.31684 -1.33817
C 5.79516 -0.51428 -0.05096
C 5.52839 0.41984 0.93767
C 4.79020 1.55801 0.64518
C 4.20474 3.95623 -2.48094
C 3.51600 4.86646 -3.27961
C 4.15872 5.52449 -4.31699
C 5.49797 5.27168 -4.57382
C 6.18843 4.35565 -3.79306
C 5.54683 3.69811 -2.75463
H 2.29759 5.80323 3.00977
H 4.54125 6.84525 3.13780
H 6.24517 6.30873 1.41764
H 5.69268 4.76651 -0.41442
H 4.18093 0.95951 -2.63397
H 5.50583 -1.04683 -2.11384
H 6.36988 -1.40221 0.18445
H 5.90312 0.26375 1.94150
H 4.58269 2.27730 1.42709
H 2.46416 5.05090 -3.09025
H 3.61344 6.22890 -4.93206
H 6.00000 5.77682 -5.38942
H 7.23331 4.15268 -3.99312
H 6.09396 2.97860 -2.15937
Se -1.68978 3.11393 -0.71678
Se -2.14925 2.22327 -2.78715
Te 0.02899 2.21454 -4.02552
Se 1.30015 0.26271 -3.10964
F -5.16382 -1.44039 -2.04351
C -4.37076 -1.66660 -0.96712
C -3.20922 -0.95387 -0.84185
C -2.41181 -1.12760 0.28451
C -1.18762 -0.34758 0.40484
O -0.83400 0.39158 -0.51587
C -0.52540 -0.42600 1.68201
C -0.96654 -1.30145 2.60822
N -2.01893 -2.15644 2.41851
C -2.34757 -3.10720 3.44440
C -1.24085 -3.90234 4.06056
C -2.21207 -4.57156 3.13554
C -2.80344 -2.03101 1.28826
C -3.98011 -2.76276 1.12043
C -4.77194 -2.59209 -0.00727
N -5.97975 -3.35712 -0.09818
C -6.44959 -3.72019 -1.42260
C -7.42901 -4.87711 -1.28684
N -8.57099 -4.39524 -0.43991
C -8.08829 -3.98498 0.92006
C -7.06164 -2.87629 0.74283
C 0.63483 0.49054 2.06639
O 0.70510 0.82989 3.24144
O 1.45605 0.80124 1.13107
H -2.91188 -0.23669 -1.60500
H -0.48165 -1.35922 3.57221
H -3.16609 -2.79929 4.08823
H -1.30911 -4.11220 5.11823
H -0.23639 -3.73118 3.69857
H -2.93991 -5.25460 3.55277
H -1.85991 -4.82899 2.14562
H -4.29280 -3.48232 1.86480
H -5.60563 -4.03079 -2.03397
H -6.95425 -2.89327 -1.94572
H -6.95990 -5.71405 -0.77426
H -7.81395 -5.19415 -2.25412
H -9.30886 -5.09391 -0.37686
H -8.96056 -3.56647 -0.89643
H -7.61981 -4.85396 1.37728
H -8.94024 -3.66045 1.51449
H -6.66535 -2.60161 1.71765
H -7.55463 -1.98327 0.31870
N 3.06765 -2.81913 0.36455
N 1.83107 -2.14368 0.10352
H 3.85781 -2.28181 0.02298
H 3.04846 -3.68983 -0.14698
H 1.79575 -1.77163 -0.84405
H 1.79615 -1.34125 0.72146

Forces on atoms 1 to 3 (eV/Å):
0.47 2.96 -3.09
-0.33 0.15 0.14
0.48 0.03 -0.15

Löwdin atomic charge list, values in e, 5 entries: 0.697, 0.726, -0.633, -0.103, -0.082

# 2
# C6H15NO2

A cluster of 2 separate species, C6H15NO2 in total in a non-equilibrium geometry (ωB97M-V/def2-TZVPD, the Open Molecules 2025 dataset).

Total charge = 0
HOMO-LUMO gap = 10.24 eV
F_max = 1.737 eV/Å
ΔE to the lowest compared entry with this formula, charge and spin = 23.23 kcal/mol
Multiplicity = 1
E_tot = -12050.404 eV

CARTESIAN COORDINATES (ANGSTROEM)
C 2.01412 -1.74585 -0.63541
C 1.05593 -1.06035 -1.62477
C 0.90041 0.44632 -1.33203
C 0.22993 0.68667 0.01518
O 0.97102 0.80126 0.99209
N -1.11457 0.76051 0.07976
C -1.85404 1.02267 1.29220
C -1.93873 0.44939 -1.09204
H 2.26256 -2.75803 -0.94397
H 2.89566 -1.15907 -0.31981
H 1.50108 -1.78948 0.31736
H 0.14577 -1.64492 -1.60410
H 1.47085 -1.18162 -2.62929
H 1.89634 0.84731 -1.24085
H 0.28261 0.88400 -2.12132
H -2.10800 2.07795 1.39303
H -2.73811 0.39980 1.33334
H -1.23823 0.72962 2.14119
H -2.02381 1.31548 -1.74919
H -1.50803 -0.32950 -1.68982
H -2.93763 0.19414 -0.76651
O 0.61443 0.11882 3.72220
H -0.08515 0.70661 3.40281
H 1.30559 0.22827 3.05996

Forces on atoms 1 to 3 (eV/Å):
-0.30 0.61 0.79
1.42 -0.21 0.04
-1.44 -0.97 0.03

Löwdin atomic charge list, values in e, 5 entries: -0.105, -0.241, -0.109, -0.454, 0.030

# 3
# C17H39BF3OP

A cluster of 3 separate species, C17H39BF3OP in total in a non-equilibrium geometry (ωB97M-V/def2-TZVPD, the Open Molecules 2025 dataset).

Total charge = 0
HOMO-LUMO gap = 8.41 eV
F_max = 2.745 eV/Å
Multiplicity = 1
E_tot = -38426.985 eV

CARTESIAN COORDINATES (ANGSTROEM)
C 2.93422 4.42991 1.10249
C 2.55345 3.44829 -0.09598
B 1.64207 2.17838 0.31192
O 1.88338 0.94852 -0.43128
P 0.25128 2.12812 1.63659
C -1.34108 2.97122 1.01214
C -1.15334 4.55468 0.79747
C -1.21715 5.00390 -0.71354
F -0.38191 4.29176 -1.56994
F -2.53721 4.97899 -1.19472
F -0.77750 6.34891 -0.77166
H 3.52440 3.93018 1.94082
H 3.64690 5.21381 0.66401
H 2.05987 5.02340 1.52008
H 3.54147 3.02131 -0.49362
H 2.10884 4.03394 -0.96593
H 1.22211 0.86682 -1.14773
H 0.64389 2.93476 2.76133
H -2.12047 2.80778 1.83299
H -1.75696 2.48379 0.07111
H -2.05445 5.04493 1.30663
H -0.24564 4.92708 1.35662
C 2.10941 -2.94672 -6.54403
C 1.20673 -3.16667 -5.33695
C 0.91842 -1.88387 -4.55616
C 2.14368 -1.20984 -3.93170
C 2.95314 -2.08496 -2.97423
C 2.16371 -2.52797 -1.74930
H 3.09566 -2.58089 -6.24957
H 2.25330 -3.88621 -7.08333
H 1.66625 -2.22527 -7.23551
H 1.64721 -3.92394 -4.68152
H 0.25461 -3.57972 -5.68609
H 0.18656 -2.10976 -3.77280
H 0.43141 -1.16380 -5.22294
H 1.80880 -0.31391 -3.39600
H 2.80672 -0.85201 -4.72620
H 3.82447 -1.51437 -2.63752
H 3.34498 -2.96288 -3.49628
H 1.79938 -1.66375 -1.18792
H 2.79921 -3.11839 -1.08470
H 1.30682 -3.14803 -2.02343
C -2.73727 0.61180 4.40034
C -1.72062 -0.38004 3.84954
C -2.26854 -1.23393 2.70613
C -3.44648 -2.14114 3.07384
C -3.18114 -3.12535 4.21345
C -2.08020 -4.12986 3.89831
H -3.60384 0.10542 4.83166
H -2.28353 1.21837 5.18839
H -3.08822 1.28693 3.61456
H -1.35026 -1.01509 4.66025
H -0.85607 0.17927 3.47858
H -1.45125 -1.84153 2.30276
H -2.58329 -0.57447 1.88941
H -3.74018 -2.70379 2.18048
H -4.31273 -1.52473 3.33660
H -4.10525 -3.67596 4.41696
H -2.93571 -2.58806 5.13418
H -2.32597 -4.70932 3.00455
H -1.95757 -4.82836 4.72986
H -1.11853 -3.63768 3.73655

Forces on atoms 1 to 3 (eV/Å):
0.67 0.91 -0.68
1.19 -0.29 0.72
1.08 0.01 -2.21

Löwdin atomic charge list, values in e, 5 entries: -0.153, -0.205, -0.593, -0.019, 0.943